(1)
ORCA calculation (ωB97M-V/def2-TZVPD) on a molecular structure, C36H47Cl5NO4PSr.

Calculated values
**Frontier orbital gap**: 6.13 eV

The geometry in XYZ format:
```
95
Properties=species:S:1:pos:R:3:forces:R:3
Sr -0.2408 0.6403 -0.4886 0.29 0.14 0.02
C -1.3694 3.8828 0.5866 -0.04 -0.31 0.10
C -1.4741 4.5812 -0.7458 0.08 0.07 -0.07
O -0.7481 3.8048 -1.6645 -0.02 0.08 -0.05
C -0.9082 4.1994 -3.0118 0.02 0.09 0.14
C -0.3354 3.1043 -3.8811 -0.08 -0.11 -0.11
O -0.8666 1.8378 -3.5322 0.09 0.09 -0.05
C -2.1760 1.5715 -3.9623 0.00 -0.01 -0.08
C -2.7002 0.4732 -3.0608 0.10 0.07 0.24
O -2.5230 0.8040 -1.6771 -0.46 0.02 -0.11
C -3.3411 1.8770 -1.2256 0.05 -0.12 -0.03
C -3.0350 2.1462 0.2319 0.16 0.07 0.14
O -1.6651 2.4837 0.4790 -0.47 0.24 0.17
H -2.0275 4.3393 1.3309 -0.03 0.05 -0.03
H -0.3453 3.9290 0.9482 0.03 -0.01 -0.01
H -1.0661 5.5952 -0.6457 0.02 0.00 -0.04
H -2.5193 4.6831 -1.0697 -0.03 -0.01 0.00
H -0.3841 5.1419 -3.2121 0.00 0.00 -0.01
H -1.9743 4.3668 -3.2213 -0.02 -0.01 -0.01
H 0.7403 3.0286 -3.7295 -0.02 0.00 0.05
H -0.5171 3.3360 -4.9372 -0.01 -0.01 0.00
H -2.1978 1.2126 -4.9995 0.05 0.03 -0.01
H -2.8049 2.4672 -3.9167 -0.04 -0.01 0.02
H -2.1162 -0.4335 -3.2173 0.01 0.00 0.00
H -3.7515 0.2501 -3.2647 -0.04 0.04 -0.01
H -4.3997 1.5982 -1.2980 -0.01 -0.01 -0.06
H -3.1708 2.7620 -1.8387 0.01 0.05 0.01
H -3.2292 1.2436 0.8131 -0.02 -0.03 -0.01
H -3.6934 2.9370 0.6015 0.00 0.03 0.00
C -2.1830 -0.0356 3.2677 0.03 -0.01 0.02
C -2.9058 -1.1107 2.4466 -0.11 0.02 0.10
C -3.2658 -2.2718 3.3714 -0.02 -0.02 0.06
P -1.8690 -1.4642 0.9519 0.13 -0.34 0.08
C -2.9487 -2.3654 -0.2583 -0.08 -0.02 -0.01
C -3.9569 -3.3957 0.2411 -0.07 -0.08 -0.03
C -2.0560 -2.9539 -1.3527 0.05 -0.02 -0.02
C -0.5701 -2.5961 1.4967 -0.03 -0.05 0.03
C -0.8402 -3.8920 1.9604 -0.14 0.00 -0.01
C 0.1284 -4.7474 2.4444 0.12 0.09 0.01
C -0.1982 -6.1276 2.9494 -0.03 -0.04 -0.02
C 1.4366 -4.2428 2.4757 0.02 -0.03 0.02
C 1.7534 -2.9865 2.0171 -0.07 -0.04 -0.01
C 0.7716 -2.1158 1.4633 0.19 0.19 -0.19
N 1.0892 -0.9131 0.9053 -0.13 -0.26 0.44
C 2.4157 -0.4454 1.0990 -0.11 -0.06 -0.05
C 2.7177 0.3340 2.2284 -0.02 0.02 -0.03
C 1.6557 0.5945 3.2609 -0.03 0.00 0.05
C 3.9847 0.8797 2.3723 0.02 0.05 0.01
C 4.9738 0.6956 1.4105 0.00 0.03 0.02
C 6.3163 1.3671 1.5369 0.01 -0.01 0.02
C 4.6715 -0.1003 0.3168 -0.03 -0.03 -0.05
C 3.4190 -0.6900 0.1542 0.06 -0.01 -0.02
C 3.1750 -1.6177 -1.0028 0.04 -0.01 -0.03
H -2.8006 0.2859 4.1103 0.01 -0.01 -0.01
H -1.9182 0.8458 2.6794 -0.04 0.00 -0.03
H -1.2523 -0.4412 3.6733 -0.01 0.00 -0.03
H -3.8336 -0.6854 2.0385 -0.01 0.02 0.01
H -2.3631 -2.7233 3.7846 0.01 0.02 -0.01
H -3.8395 -3.0567 2.8811 0.05 0.03 0.02
H -3.8600 -1.8966 4.2098 -0.01 -0.02 -0.02
H -3.5164 -1.5427 -0.7110 -0.05 0.00 0.01
H -3.4730 -4.2580 0.7021 0.00 0.04 -0.04
H -4.5465 -3.7709 -0.6009 0.01 0.01 0.01
H -4.6538 -2.9714 0.9651 0.02 0.01 -0.06
H -1.4810 -3.8014 -0.9760 -0.03 0.00 0.03
H -1.3247 -2.2343 -1.7381 -0.03 0.03 0.03
H -2.6614 -3.2944 -2.1968 0.01 -0.01 0.02
H -1.8666 -4.2446 1.9500 0.06 0.03 0.02
H -1.2053 -6.4238 2.6506 0.00 0.01 0.01
H -0.1500 -6.1905 4.0399 0.01 0.03 0.00
H 0.4927 -6.8757 2.5545 0.01 0.02 -0.01
H 2.2353 -4.8686 2.8645 -0.02 0.00 0.00
H 2.7832 -2.6524 2.0439 -0.01 -0.01 0.01
H 0.7783 1.0837 2.8250 0.04 0.01 -0.04
H 2.0399 1.2336 4.0573 0.00 -0.02 0.00
H 1.2899 -0.3337 3.7079 0.04 -0.01 -0.02
H 4.1995 1.4891 3.2465 0.00 -0.02 -0.03
H 6.6665 1.3664 2.5707 -0.02 0.00 -0.01
H 6.2688 2.4080 1.2067 -0.03 -0.01 0.00
H 7.0679 0.8657 0.9260 -0.02 -0.01 0.00
H 5.4322 -0.2753 -0.4394 -0.01 0.00 0.01
H 3.7824 -1.3412 -1.8669 0.01 0.00 0.03
H 2.1303 -1.6196 -1.3039 -0.03 0.02 0.02
H 3.4276 -2.6470 -0.7306 0.00 0.02 0.02
Cl 1.0751 -0.5890 -3.7375 0.20 0.25 0.09
C 2.0450 0.7933 -3.1478 -0.08 -0.29 -0.14
C 1.7214 1.3163 -1.9204 0.48 -0.01 -0.33
C 2.5282 2.3373 -1.4891 0.00 0.18 0.22
Cl 2.1808 3.0167 0.1308 0.04 -0.09 -0.38
C 3.5948 2.8587 -2.2118 0.06 0.09 0.10
Cl 4.5728 4.1411 -1.5875 -0.05 -0.07 -0.06
C 3.8690 2.3074 -3.4647 0.01 0.02 0.01
Cl 5.1741 2.9194 -4.4111 -0.02 -0.01 0.01
C 3.0884 1.2527 -3.9440 -0.02 -0.07 -0.08
Cl 3.4269 0.5544 -5.4883 0.01 0.04 0.05
```
Forces are in eV/Å.

=====

(2)
ORCA calculation (ωB97M-V/def2-TZVPD) on a molecular structure, C36H47F3HfNO4Se.

Calculated values
**Net charge**: +1
**Frontier orbital gap**: 7.68 eV

The geometry in XYZ format:
```
93
Properties=species:S:1:pos:R:3:forces:R:3
Hf -0.5783 1.0578 -2.0063 1.18 -0.11 -3.02
C 4.4584 1.2267 3.7817 -0.07 -0.02 0.00
C 3.1931 0.3623 3.6626 0.08 0.00 0.11
C 2.1999 0.8029 4.7396 0.04 -0.02 -0.08
C 3.5619 -1.1082 3.9107 -0.04 0.05 -0.03
C 2.6177 0.5185 2.2601 -0.05 0.00 0.01
C 1.3505 1.0141 2.0216 -0.18 -0.01 0.01
C 0.9135 1.1766 0.7154 0.02 0.15 -0.36
Se -0.9323 1.7620 0.4270 -0.01 0.00 1.99
C -1.7617 0.0066 0.6884 0.16 0.10 -0.19
C -2.4190 -0.2383 1.8814 -0.01 0.20 -0.05
C -2.9271 -1.5023 2.1264 -0.04 -0.09 0.02
C -2.8280 -2.4361 1.0966 -0.04 0.11 0.04
C -2.2014 -2.2187 -0.1264 0.18 0.15 -0.21
C -1.5730 -0.9696 -0.3044 -0.38 -0.65 0.69
O -0.7430 -0.6876 -1.3315 -0.45 -2.13 0.97
C -2.2356 -3.3732 -1.1466 -0.02 -0.03 -0.01
C -1.3985 -4.5384 -0.6002 -0.03 0.04 0.00
C -3.6987 -3.8203 -1.3116 0.05 0.00 0.03
C -1.7209 -3.0345 -2.5514 0.03 0.11 0.16
C -3.5414 -1.9047 3.4641 -0.01 -0.06 0.06
C -3.5021 -0.7592 4.4775 0.00 -0.07 -0.11
C -2.7319 -3.0834 4.0322 -0.03 0.08 -0.02
C -5.0010 -2.3351 3.2628 0.06 0.04 0.00
C 1.7030 0.8752 -0.3994 0.71 -0.03 0.77
O 1.2577 1.1881 -1.6383 3.55 0.24 0.86
C 2.9610 0.2736 -0.1686 -0.15 0.05 -0.29
C 3.3764 0.1444 1.1466 -0.01 -0.04 0.09
C 3.8065 -0.2761 -1.3253 -0.03 0.03 -0.05
C 3.0452 -1.4469 -1.9774 0.13 0.09 0.10
C 5.1442 -0.8188 -0.8198 0.03 0.01 -0.05
C 4.1091 0.8130 -2.3781 -0.09 -0.07 0.14
H 4.8735 1.1432 4.7874 0.02 0.00 0.00
H 4.2294 2.2769 3.5914 0.02 0.00 0.00
H 5.2249 0.9091 3.0737 0.01 0.02 0.00
H 2.6529 0.6817 5.7236 0.00 0.00 0.00
H 1.2913 0.1971 4.7159 -0.02 0.02 0.02
H 1.9309 1.8551 4.6268 -0.03 -0.01 0.02
H 3.9296 -1.2292 4.9307 0.02 -0.02 0.00
H 4.3452 -1.4451 3.2305 -0.01 -0.03 0.01
H 2.6928 -1.7557 3.7792 0.01 -0.01 0.01
H 0.6778 1.2802 2.8258 0.07 -0.01 0.05
H -2.5047 0.5597 2.6060 0.01 -0.04 0.03
H -3.2680 -3.4115 1.2580 0.04 0.02 0.05
H -1.7847 -4.8962 0.3553 0.02 -0.01 0.00
H -0.3615 -4.2302 -0.4546 0.01 -0.02 0.00
H -1.4161 -5.3698 -1.3073 0.01 -0.01 0.02
H -4.1274 -4.1873 -0.3797 -0.04 -0.01 -0.06
H -3.7541 -4.6272 -2.0437 -0.01 0.00 0.01
H -4.3124 -2.9896 -1.6659 -0.03 -0.03 -0.01
H -0.6466 -2.8668 -2.5595 0.04 0.07 -0.03
H -2.2192 -2.1542 -2.9583 0.00 0.04 -0.05
H -1.9368 -3.8737 -3.2145 0.01 -0.01 0.03
H -2.4795 -0.4151 4.6451 -0.02 0.03 0.04
H -3.8978 -1.1072 5.4316 -0.01 0.02 0.00
H -4.1143 0.0834 4.1497 0.03 0.03 0.03
H -1.6752 -2.8208 4.1121 0.00 -0.02 0.03
H -2.8150 -3.9676 3.3996 0.02 -0.02 0.00
H -3.0983 -3.3460 5.0260 -0.01 -0.01 -0.01
H -5.5876 -1.5235 2.8288 -0.02 -0.01 0.01
H -5.4445 -2.6035 4.2230 -0.01 -0.02 -0.01
H -5.0754 -3.2016 2.6044 -0.02 0.00 0.00
H 4.3554 -0.2780 1.3270 -0.08 0.04 0.02
H 2.9479 -2.2754 -1.2733 0.00 0.00 -0.01
H 3.5868 -1.8040 -2.8558 0.01 0.00 0.02
H 2.0462 -1.1538 -2.2897 -0.11 0.04 -0.06
H 5.0086 -1.6185 -0.0900 0.04 0.01 -0.02
H 5.7532 -0.0281 -0.3770 0.03 -0.03 0.02
H 5.6991 -1.2339 -1.6616 0.00 0.00 0.00
H 3.2925 0.8992 -3.0897 -0.06 0.07 -0.05
H 5.0111 0.5530 -2.9330 -0.02 -0.01 -0.02
H 4.2667 1.7848 -1.9062 0.04 0.00 -0.02
F 0.4051 7.5523 -5.0235 0.06 0.00 0.08
C 1.0796 7.1454 -3.9376 0.00 0.06 -0.03
F 0.7700 7.9707 -2.9284 0.03 -0.03 -0.08
F 2.3859 7.2621 -4.1905 -0.07 0.02 0.02
C 0.7015 5.7224 -3.5971 -0.01 -0.08 0.00
C -0.5551 5.4659 -3.0696 0.07 -0.03 -0.03
C -0.8846 4.1564 -2.7836 -0.10 0.08 -0.08
N -0.0470 3.1307 -2.9948 0.06 0.69 -0.16
C 1.1568 3.3945 -3.5169 0.08 -0.01 -0.02
C 1.5745 4.6738 -3.8314 -0.12 0.07 0.00
H -1.2572 6.2674 -2.8885 -0.02 -0.03 0.04
H -1.8584 3.9092 -2.3763 0.01 0.00 -0.01
H 1.8113 2.5496 -3.6756 0.03 -0.02 0.06
H 2.5583 4.8475 -4.2415 0.00 -0.04 -0.01
C -4.2053 1.0733 -4.4784 -0.29 0.18 0.12
O -2.8352 0.6375 -4.6347 0.31 -0.18 -0.10
C -1.9976 0.8153 -3.6788 -0.46 0.39 0.29
O -2.3956 1.4199 -2.5971 -4.22 0.82 -1.66
H -4.7110 0.7751 -5.3888 0.04 -0.03 -0.02
H -4.2426 2.1536 -4.3572 0.05 -0.01 -0.02
H -4.6546 0.5969 -3.6104 0.05 -0.04 -0.01
```
Forces are in eV/Å.

=====

One value per record, in order, for energy above the lowest of the compared OMol25 structures with the same formula, charge and spin: 60.8, 174.4 kJ/mol.
One value per record, in order, for electronic energy: -4428.76115, -4504.67040 hartree.